Entry 1:
This record from the OMol25 dataset describes C43H36NO2P2RhS2 as an isolated structure in a non-equilibrium geometry. The level of theory is ωB97M-V/def2-TZVPD.

The expectation value of S² is 6.06. The HOMO-LUMO gap (spin up / spin down) is 6.716 / 4.393 eV. The HOMO energy (spin up / spin down) is -0.48053 / -0.51826 Ha.

ORCA input file:
```
! RIJCOSX wB97M-V def2-TZVPD def2/J DEFGRID3
* xyz 2 5
Rh -0.11 -0.03 0.69
S -0.05 0.16 3.02
S -1.67 -3.41 4.39
P 0.03 -1.38 -0.93
P -0.15 1.98 -0.01
O -1.31 -4.75 3.99
O -3.00 -3.18 4.91
N -1.24 -2.24 3.25
C 0.96 4.42 0.83
C -1.76 2.80 0.21
C -3.43 4.45 -0.41
C 1.59 -1.62 6.98
C -0.39 -1.35 3.72
C -2.73 -2.50 -3.76
C -3.77 -0.84 -2.33
C -0.32 -4.82 1.21
C 1.21 -1.07 5.76
C 1.35 -3.91 -0.84
C 1.08 3.02 0.86
C -2.59 2.36 1.25
C 3.04 4.60 2.07
C 0.88 2.62 -4.45
C 2.65 -0.77 -1.48
C 2.36 -0.78 -4.26
C -3.84 2.96 1.45
C 3.13 3.21 2.13
C -0.07 -3.40 6.73
C -2.18 3.85 -0.62
C 0.72 -5.64 0.74
C 1.95 5.21 1.42
C 0.33 -3.08 -0.34
C 0.96 -2.78 7.47
C -1.56 -2.42 -2.99
C 3.61 -0.54 -3.68
C -0.45 -2.82 5.53
C -4.26 4.00 0.62
C 2.15 2.42 1.51
C 1.25 -0.99 -3.45
C -0.73 2.04 -2.74
C -2.61 -0.77 -1.55
C -1.49 -1.52 -1.92
C 1.40 -1.04 -2.06
C -0.41 2.23 -4.09
C 1.54 -5.18 -0.29
C 1.55 2.59 -2.14
C 0.18 -1.68 5.03
C 3.75 -0.52 -2.30
C 1.86 2.78 -3.48
C -3.83 -1.70 -3.43
C -0.50 -3.55 0.69
C 0.24 2.25 -1.76
H 0.10 4.88 0.34
H -1.54 4.21 -1.43
H -0.56 -4.31 7.07
H 3.95 2.73 2.65
H -4.48 2.60 2.26
H 1.26 -3.20 8.42
H 2.34 -5.82 -0.68
H 2.32 2.70 -1.38
H 4.48 -0.36 -4.32
H 1.88 6.29 1.36
H -1.26 -2.89 1.12
H 1.99 -3.55 -1.65
H -3.74 5.27 -1.06
H 4.72 -0.30 -1.84
H -0.51 1.99 -6.89
H -5.23 4.47 0.78
H 2.74 -0.75 -0.39
H 2.38 -1.15 7.56
H -4.63 -0.21 -2.07
H -2.25 1.54 1.89
H -4.74 -1.76 -4.03
H 2.25 -0.79 -5.35
H -1.17 2.06 -4.85
H 0.87 -6.62 1.18
H 0.27 -1.11 -3.91
H 1.69 -0.18 5.34
H -1.74 1.73 -2.46
H -2.77 -3.18 -4.61
H 1.12 2.77 -5.50
H 3.81 5.22 2.52
H 2.88 3.05 -3.77
H -0.69 -3.04 -3.25
H 0.23 1.98 -7.13
H 2.22 1.33 1.55
H -0.96 -5.17 2.00
H -2.56 -0.12 -0.67
*
```



Entry 2:
This record from the OMol25 dataset describes C2H5N3OS as an isolated structure in a non-equilibrium geometry. The level of theory is ωB97M-V/def2-TZVPD.

The energy above the lowest of the compared OMol25 structures with the same formula, charge and spin is 414.9 kJ/mol. The HOMO-LUMO gap is 9.129 eV. The HOMO energy is -0.34843 Ha.

ORCA input file:
```
! RIJCOSX wB97M-V def2-TZVPD def2/J DEFGRID3
* xyz 0 1
S 1.16 0.47 0.35
O -2.49 1.51 -0.35
N -0.10 1.31 -0.26
N 1.29 -2.38 0.46
N -0.54 -1.18 -0.73
C 0.57 -1.23 0.01
C -1.37 1.33 0.18
H 1.21 -3.17 -0.65
H -0.96 -2.16 -0.67
H 0.20 1.62 -1.18
H -1.20 1.30 1.40
H 2.28 -1.97 0.83
*
```